{
  "formula": "C25H35IN4P",
  "method": "wB97M-V/def2-TZVPD",
  "symbols": ["C", "C", "C", "C", "C", "P", "I", "H", "H", "H", "H", "H", "H", "H", "H", "H", "H", "H", "H", "H", "H", "H", "N", "C", "C", "C", "C", "C", "H", "H", "H", "H", "H", "N", "C", "C", "C", "C", "C", "H", "H", "H", "H", "H", "N", "C", "C", "C", "C", "C", "H", "H", "H", "H", "H", "N", "C", "C", "C", "C", "C", "H", "H", "H", "H", "H"],
  "xyz": [[-0.815, 6.287, -3.742], [-0.496, 6.276, -5.244], [0.171, 4.970, -5.685], [-0.846, 3.830, -5.781], [-0.319, 2.394, -5.807], [1.090, 1.954, -4.608], [-0.629, 0.288, -3.111], [-0.770, 5.272, -3.341], [-1.815, 6.662, -3.527], [-0.083, 6.872, -3.185], [-1.426, 6.369, -5.815], [0.154, 7.118, -5.493], [0.643, 5.124, -6.659], [0.960, 4.747, -4.967], [-1.384, 3.993, -6.724], [-1.600, 3.921, -4.994], [0.016, 2.094, -6.805], [-1.151, 1.745, -5.536], [0.678, 3.010, -3.695], [2.064, 1.506, -3.644], [1.395, 0.799, -5.440], [2.045, 2.788, -5.293], [-3.205, 0.566, 0.739], [-2.782, -0.345, -0.138], [-3.222, -1.665, -0.121], [-4.134, -2.059, 0.842], [-4.581, -1.115, 1.755], [-4.086, 0.177, 1.656], [-2.067, -0.029, -0.897], [-2.848, -2.361, -0.860], [-4.491, -3.080, 0.883], [-5.292, -1.372, 2.529], [-4.413, 0.942, 2.354], [-2.266, -1.908, 5.381], [-1.367, -2.891, 5.361], [-0.453, -3.077, 4.336], [-0.474, -2.201, 3.259], [-1.407, -1.178, 3.262], [-2.274, -1.075, 4.344], [-1.381, -3.563, 6.214], [0.257, -3.892, 4.377], [0.219, -2.317, 2.439], [-1.467, -0.470, 2.445], [-3.014, -0.283, 4.376], [2.979, -0.654, 4.206], [2.336, -1.238, 5.214], [2.915, -1.474, 6.454], [4.229, -1.086, 6.656], [4.908, -0.477, 5.612], [4.239, -0.284, 4.412], [1.313, -1.527, 5.013], [2.342, -1.952, 7.237], [4.716, -1.253, 7.609], [5.936, -0.157, 5.722], [4.738, 0.191, 3.573], [0.459, -3.950, 0.577], [1.365, -4.924, 0.534], [2.269, -5.085, -0.507], [2.228, -4.184, -1.563], [1.291, -3.166, -1.531], [0.435, -3.093, -0.441], [1.368, -5.610, 1.375], [2.985, -5.896, -0.486], [2.915, -4.273, -2.395], [1.207, -2.432, -2.322], [-0.306, -2.303, -0.390]],
  "forces_ev_per_angstrom": [[0.068, -0.253, -0.015], [-0.166, -0.257, -0.016], [0.083, 0.225, 0.167], [0.043, -0.016, -0.275], [-0.238, -0.076, 0.265], [1.103, 1.083, -1.008], [-0.388, -0.649, 0.360], [-0.034, -0.008, 0.006], [0.042, 0.170, 0.035], [-0.050, 0.070, 0.033], [0.052, 0.233, -0.057], [-0.122, 0.090, -0.073], [0.086, -0.120, 0.005], [0.061, -0.100, -0.092], [-0.214, 0.007, 0.111], [0.148, 0.058, 0.136], [0.202, 0.061, 0.037], [0.035, -0.153, -0.157], [-0.148, -0.167, 0.110], [-0.179, -0.095, 0.098], [-0.166, -0.161, 0.114], [-0.037, -0.053, 0.045], [0.029, 0.076, -0.003], [-0.022, -0.126, 0.000], [0.038, -0.011, -0.022], [-0.021, 0.024, 0.022], [-0.021, 0.014, -0.046], [-0.089, -0.024, -0.013], [-0.144, 0.080, 0.205], [0.007, 0.016, -0.012], [0.010, -0.008, 0.007], [0.009, 0.006, 0.016], [-0.010, -0.009, 0.007], [-0.029, 0.005, 0.058], [0.035, -0.053, 0.006], [-0.139, -0.062, -0.072], [-0.058, 0.061, 0.022], [0.056, 0.009, 0.021], [0.033, 0.020, -0.018], [0.014, -0.004, -0.006], [-0.007, -0.011, -0.006], [-0.012, -0.034, -0.013], [-0.002, -0.018, 0.032], [0.021, -0.006, -0.012], [-0.011, -0.001, -0.055], [0.038, 0.057, 0.043], [-0.003, -0.006, -0.011], [-0.003, -0.001, -0.015], [-0.004, 0.003, -0.007], [0.049, 0.004, 0.023], [0.044, 0.040, 0.096], [-0.010, 0.001, -0.003], [0.002, 0.000, 0.005], [0.002, 0.006, -0.005], [0.013, -0.002, 0.008], [0.022, -0.107, 0.073], [0.072, -0.033, -0.064], [-0.028, 0.015, 0.014], [-0.020, -0.031, 0.057], [0.017, 0.068, -0.129], [-0.087, 0.105, -0.025], [0.014, -0.004, -0.012], [-0.002, -0.005, 0.008], [0.006, -0.001, 0.000], [-0.021, 0.027, 0.024], [0.030, 0.028, -0.027]],
  "mulliken_charge": [-1.095, -0.513, -0.591, -0.447, -1.206, -0.272, -0.486, 0.299, 0.281, 0.324, 0.281, 0.352, 0.307, 0.324, 0.335, 0.352, 0.396, 0.412, -0.062, 0.110, 0.015, 0.049, -0.634, 0.187, -0.095, -0.428, -0.232, -0.433, -0.163, 0.490, 0.378, 0.385, 0.447, -0.662, -0.162, -0.563, -0.194, -0.285, -0.408, 0.367, 0.412, 0.549, 0.471, 0.449, -0.383, 0.014, -0.520, -0.350, -0.348, -0.239, 0.353, 0.373, 0.367, 0.357, 0.369, -0.322, -0.257, -0.431, -0.285, -0.661, 0.204, 0.339, 0.361, 0.376, 0.280, 0.362],
  "total_charge": -1,
  "total_energy_ha": -1831.65336,
  "e_lumo_ev": 2.36,
  "gap_ev": 6.8
}